[1]
13
Properties=species:S:1:pos:R:3 method="wB97M-V/def2-TZVPD" spin_multiplicity=1 max_force_ha_per_bohr=0.0938 e_homo_ha="-0.32573 / -0.33388" e_above_lowest_kj_mol=354.72 e_tot_ha=-493.90533 orbital_gap_ha="0.2627 / 0.2461"
C 1.369 1.263 0.058
C 0.244 -0.902 0.144
C 2.467 -0.742 -0.177
C -0.014 0.637 0.194
N 2.416 0.565 -0.143
N 1.374 -1.378 0.080
N -1.069 1.209 0.279
O -3.564 -0.276 -0.563
F -4.304 -0.591 0.525
H 1.422 2.296 0.426
H -0.718 -1.384 0.063
H 3.286 -1.134 -0.585
H -2.906 0.437 -0.299

---

[2]
9
Properties=species:S:1:pos:R:3 method="wB97M-V/def2-TZVPD" spin_multiplicity=1 max_force_ha_per_bohr=0.0726 e_homo_ha=-0.35180 e_above_lowest_kj_mol=213.70 e_tot_ha=-964.16180 orbital_gap_ha=0.3030
C 1.993 0.236 0.194
N 0.851 0.664 -0.177
N -1.060 -1.518 -0.363
O -1.790 0.747 0.975
P -1.226 0.036 -0.191
S 3.199 -0.686 0.512
H -1.304 0.829 -1.344
H 0.689 1.639 -0.175
H -1.351 -1.948 0.569

---

[3]
13
Properties=species:S:1:pos:R:3 method="wB97M-V/def2-TZVPD" spin_multiplicity=1 max_force_ha_per_bohr=0.0905 e_homo_ha="-0.43100 / -0.36211" e_above_lowest_kj_mol=779.43 e_tot_ha=-426.85278 orbital_gap_ha="0.3741 / 0.2798"
C 0.401 -0.153 -0.559
C -1.336 -0.562 1.192
C -0.492 0.467 0.516
N 1.709 0.121 -0.930
N 1.529 -0.898 -0.157
F 2.469 1.189 -0.771
F 1.569 0.408 -3.084
H -0.240 -0.472 -1.372
H -1.670 -0.206 2.112
H -0.897 -1.586 1.327
H -2.268 -0.685 0.556
H 0.158 1.073 1.303
H -0.934 1.304 -0.133

---

[4]
42
Properties=species:S:1:pos:R:3 method="wB97M-V/def2-TZVPD" spin_multiplicity=1 max_force_ha_per_bohr=0.0158 e_homo_ha=-0.26996 e_above_lowest_kj_mol=150.72 e_tot_ha=-1997.37105 orbital_gap_ha=0.2680
Pt -0.008 -0.378 -0.882
N -1.120 -1.542 -2.326
C -2.260 -2.157 -1.621
C -3.400 -1.160 -1.443
C -3.843 -0.364 -2.658
C -4.750 0.778 -2.230
N -4.026 1.732 -1.385
C -4.046 1.763 -0.062
N -4.748 0.862 0.637
N -3.433 2.758 0.596
C -1.806 -2.547 -0.190
O -2.607 -3.171 0.486
O -0.640 -2.135 0.166
H -1.382 -1.090 -3.194
H -0.436 -2.256 -2.556
H -2.602 -3.054 -2.144
H -3.051 -0.446 -0.696
H -4.238 -1.719 -1.016
H -4.356 -0.978 -3.403
H -2.984 0.096 -3.157
H -5.627 0.431 -1.683
H -5.119 1.324 -3.098
H -3.358 2.343 -1.838
H -4.920 -0.045 0.234
H -4.692 0.890 1.641
H -2.769 3.315 0.069
H -3.120 2.558 1.534
F 1.344 1.606 0.775
C 1.312 0.269 0.492
F 1.120 -0.335 1.694
F 2.591 -0.036 0.140
O -1.371 1.422 1.422
C -1.609 0.853 0.468
Te 0.718 1.364 -2.630
C -0.083 3.191 -1.970
C 0.462 4.113 -1.129
C -0.349 5.272 -0.941
C -1.503 5.237 -1.658
S -1.586 3.785 -2.576
H 1.411 3.955 -0.640
H -0.073 6.100 -0.304
H -2.274 5.989 -1.718